1.
Here is a structure of composition C39H37AsO7P2STi from the Open Molecules 2025 dataset. Energies are from wB97M-V/def2-TZVPD.

Net charge: 0
Energy above the lowest of the compared OMol25 structures with the same formula, charge and spin in kJ/mol: 49.3
Total energy in Eh: -6201.235272
Gap between HOMO and LUMO in eV: 8.3008

Cartesian coordinates (Å):
As 2.849 -2.058 -0.679
Ti 1.099 0.003 -0.967
S 0.499 -0.977 -3.327
P -0.032 2.562 -0.348
P -0.556 -1.574 0.624
O -0.010 -0.346 -4.508
O -0.380 -0.720 -2.092
O -2.241 0.887 0.172
O 2.496 1.095 -0.670
O 1.738 -0.210 -2.794
O 2.084 0.490 0.563
O 0.805 -2.378 -3.437
C 1.171 3.851 0.077
C -1.856 2.605 -4.007
C 2.993 5.798 0.869
C -3.200 -2.525 0.939
C 2.074 3.589 1.105
C 0.550 -1.781 5.098
C -0.777 2.773 -4.864
C -3.470 2.253 1.787
C -1.129 -4.783 -1.845
C 0.285 -4.290 0.481
C 1.194 5.091 -0.559
C 3.320 -2.541 1.144
C -0.114 -1.750 2.389
C -0.393 2.828 -2.108
C -2.448 2.050 0.871
C 2.103 6.061 -0.164
C 0.699 2.949 -2.975
C -0.219 -2.806 4.557
C -4.414 -0.144 0.221
C -1.671 2.644 -2.634
C -2.394 -1.411 0.684
C -4.578 -2.454 0.853
C 0.972 -0.736 4.294
C -1.181 -3.533 -1.257
C 3.064 -3.706 -1.668
C -5.183 -1.265 0.464
C -3.574 3.487 2.413
C -0.477 -3.270 -0.079
C -0.380 -5.800 -1.267
C 0.325 -5.552 -0.102
C -0.556 -2.786 3.214
C 2.979 4.564 1.502
C 4.480 -1.139 -1.185
C -3.034 -0.217 0.372
C -2.669 4.501 2.142
C 0.644 -0.720 2.944
C 0.503 2.909 -4.344
C -1.495 3.038 0.618
C -1.624 4.265 1.262
H -2.763 5.463 2.627
H -1.762 -2.749 -1.724
H -0.343 -6.778 -1.729
H 4.596 -0.261 -0.554
H 5.333 -1.808 -1.074
H 3.297 -1.630 1.739
H -5.178 -3.330 1.061
H -2.516 2.496 -1.972
H 1.704 3.031 -2.576
H 2.882 -3.491 -2.719
H -4.869 0.791 -0.078
H -0.901 2.568 -5.920
H 0.813 -1.800 6.148
H 3.704 6.555 1.174
H 1.353 2.959 -5.012
H 2.622 -3.257 1.569
H -0.886 5.036 1.087
H 1.563 0.068 4.712
H 2.081 2.611 1.569
H -0.560 -3.618 5.186
H -4.173 1.467 2.018
H 0.505 5.292 -1.371
H 0.986 0.091 2.312
H 4.077 -4.078 -1.516
H -2.844 2.429 -4.412
H -4.373 3.648 3.125
H -1.165 -3.583 2.811
H 4.383 -0.820 -2.221
H 2.335 -4.441 -1.338
H 0.843 -4.116 1.388
H -6.257 -1.211 0.347
H 4.325 -2.964 1.162
H 2.118 7.020 -0.665
H -1.665 -4.960 -2.768
H 0.916 -6.335 0.357
H 3.682 4.354 2.297
H -2.736 -3.471 1.181

---

2.
Here is a structure of composition C42H43ClP2Re from the Open Molecules 2025 dataset. Energies are from wB97M-V/def2-TZVPD.

Net charge: +2
Multiplicity: 4
Energy above the lowest of the compared OMol25 structures with the same formula, charge and spin in kJ/mol: 263.7
Total energy in Eh: -2846.548472
Gap between HOMO and LUMO (spin up / spin down) in eV: 3.7644 / 4.2390

Cartesian coordinates (Å):
Re -1.049 -0.483 -0.424
Cl -0.554 3.979 3.871
P -1.647 -2.275 0.617
P -0.233 -0.780 -2.370
C -4.569 -5.672 -0.684
C 2.734 1.941 3.243
C -2.757 -3.690 0.168
C -2.238 -2.190 -5.450
C -0.695 -3.972 -4.822
C -1.825 -1.777 5.214
C 3.453 1.188 -0.056
C -1.674 -2.273 2.458
C -2.443 0.907 0.262
C -0.773 -2.530 4.684
C -1.808 -1.434 -4.377
C 0.170 4.557 1.320
C 1.142 5.918 3.136
C 2.100 1.333 -4.985
C -4.226 -5.571 0.675
C -2.739 -1.177 4.343
C 3.455 2.599 2.033
C -3.148 -3.773 -1.186
C 1.759 6.387 0.834
C 2.015 2.631 -4.476
C -0.671 -2.766 3.308
C 2.881 -0.716 1.685
C 1.454 2.849 -3.212
C -2.679 -1.446 2.979
C -4.046 -4.759 -1.610
C -1.671 -3.444 -5.670
C 1.485 0.277 -4.318
C 0.079 -2.394 0.148
C 1.682 0.058 2.107
C 0.794 0.531 -3.129
C -0.216 -3.219 -3.758
C 1.578 1.121 2.895
C 0.674 -1.697 -0.941
C -0.614 3.527 0.853
C -0.749 -1.935 -3.607
C 3.064 2.289 0.599
C 1.843 6.686 2.200
C -3.325 -4.587 1.113
C 0.959 5.345 0.396
C 3.824 -0.088 0.592
C 0.294 4.908 2.714
C 0.796 1.810 -2.559
H 2.340 6.946 0.091
H 1.290 6.076 4.200
H 3.535 -1.009 2.542
H 0.550 -3.578 -3.072
H 3.088 3.224 -0.014
H -2.240 -0.463 -4.123
H 4.789 0.010 1.095
H -0.684 3.406 -0.229
H -3.503 -0.498 4.711
H 3.464 1.188 -1.146
H -4.701 -6.239 1.402
H -3.443 0.561 -0.042
H -1.996 -4.019 -6.526
H -2.997 -1.777 -6.101
H -3.370 -0.954 2.289
H 0.570 1.581 3.040
H -1.307 2.985 1.483
H 2.491 7.489 2.528
H 0.623 -2.987 0.901
H -2.442 0.986 1.361
H 4.535 2.464 2.206
H 3.271 3.675 2.144
H 0.725 -0.247 1.620
H 1.502 -0.736 -4.718
H 2.643 1.142 -5.909
H 1.763 -1.625 -1.099
H -5.275 -6.435 -1.018
H 0.907 5.067 -0.667
H 0.271 1.955 -1.620
H -2.183 1.878 -0.187
H 1.534 3.830 -2.745
H 3.951 -0.826 -0.210
H -3.084 -4.501 2.185
H -4.369 -4.774 -2.655
H -0.281 -4.959 -4.994
H -0.005 -2.925 5.349
H -2.768 -3.033 -1.908
H 2.491 -1.637 1.202
H 2.322 2.734 3.877
H -1.932 -1.653 6.292
H 3.445 1.327 3.810
H 2.406 3.466 -5.056
H 0.188 -3.305 2.899

---

3.
Here is a structure of composition C55H49N3O4S2SbTcTe2 from the Open Molecules 2025 dataset. Energies are from wB97M-V/def2-TZVPD.

Net charge: +1
Multiplicity: 4
Total energy in Eh: -4243.648066
Gap between HOMO and LUMO (spin up / spin down) in eV: 7.1821 / 4.9294

Cartesian coordinates (Å):
Te 3.369 -0.132 -1.660
Te -2.667 1.374 2.626
Sb -1.053 -2.158 -2.186
Tc -0.183 -0.191 -0.344
S 5.170 1.017 -4.192
S 1.190 0.343 -2.270
O -2.625 0.242 -1.780
O 0.901 1.997 1.427
O 3.433 1.365 1.227
O 1.570 -0.738 0.630
N -1.137 -1.179 1.241
N -1.683 0.825 -1.138
N 0.052 1.652 0.406
C -2.011 1.369 5.614
C -3.250 0.339 7.399
C -2.716 -4.687 -1.540
C -1.571 -4.097 2.484
C 2.625 -2.262 5.968
C -0.473 4.055 0.203
C -2.867 -4.708 4.416
C -2.989 0.983 4.703
C -2.310 -5.035 3.188
C -3.480 -1.380 -5.764
C 5.259 0.527 2.437
C -2.592 -1.329 1.048
C -2.795 -3.306 -1.660
C -0.592 -1.820 2.232
C 3.838 0.518 2.030
C 2.921 -0.468 2.615
C 5.928 1.747 2.535
C -1.944 -2.494 4.241
C -3.849 -5.429 -1.230
C 1.121 -2.060 3.976
C 1.736 -0.900 1.928
C 0.176 -3.758 -2.943
C 7.258 1.786 2.911
C -0.937 -0.673 -4.910
C -0.655 2.615 -0.136
C 7.944 0.605 3.163
C 1.643 -5.923 -3.904
C 0.767 -1.600 2.701
C -4.241 -0.020 6.496
C 3.972 -0.111 -3.676
C 0.999 -5.070 -4.789
C 5.169 0.367 -5.774
C -1.750 -1.450 -4.092
C -1.399 -2.817 3.001
C -1.392 -0.268 -6.158
C -3.461 -0.554 2.045
C -5.062 -4.791 -1.022
C -2.638 3.017 -1.747
C 2.312 -1.736 4.594
C -3.025 -1.797 -4.521
C -2.142 1.048 6.958
C -5.147 -3.410 -1.143
C -4.021 -2.670 -1.469
C 7.294 -0.615 3.039
C 3.169 -0.888 3.920
C 1.581 -5.678 -2.539
C -2.670 -3.441 4.946
C 5.958 -0.657 2.682
C 4.297 -0.671 -5.898
C 3.610 -0.950 -4.692
C -1.651 2.155 -1.038
C 0.267 -3.991 -4.311
C 0.855 -4.596 -2.063
C -4.116 0.307 5.153
C -2.661 -0.625 -6.587
H -5.946 -5.369 -0.788
H 5.455 -1.608 2.569
H -4.101 -1.597 -1.597
H 7.761 2.739 3.007
H -1.774 -5.196 -1.711
H -1.103 -4.363 1.543
H 0.051 -0.374 -4.583
H 0.142 4.149 1.092
H 1.808 -2.048 6.658
H 7.829 -1.537 3.223
H 5.812 0.793 -6.526
H -3.430 -5.447 4.969
H -2.162 3.900 -2.171
H 0.006 4.578 -0.626
H -2.873 -2.382 1.101
H -4.443 -0.415 1.598
H -6.093 -2.905 -0.996
H 1.810 1.701 1.179
H -1.441 4.524 0.380
H -3.571 -1.107 2.972
H -3.420 3.349 -1.060
H 8.984 0.636 3.458
H 0.817 -4.406 -0.995
H 4.042 -0.504 4.430
H -0.749 0.324 -6.796
H -3.007 -0.324 -7.567
H -0.239 -3.334 -5.006
H 2.746 -3.346 5.943
H 3.540 -1.824 6.363
H 0.430 -2.678 4.529
H -3.356 0.089 8.446
H 2.187 -6.781 -4.276
H -3.667 -2.392 -3.890
H 5.384 2.661 2.336
H 2.881 -1.740 -4.570
H -3.100 2.433 -2.539
H -2.819 -0.968 0.049
H -2.444 -6.026 2.777
H 4.147 -1.226 -6.812
H -4.906 0.034 4.465
H -1.379 1.350 7.663
H -1.139 1.913 5.272
H -4.475 -1.661 -6.084
H -1.771 -1.510 4.660
H -3.784 -6.507 -1.162
H -3.073 -3.186 5.917
H 2.091 -6.334 -1.846
H -5.118 -0.552 6.841
H 1.055 -5.248 -5.855

---

4.
Here is a cluster of 2 separate species, C15H26N3O4S in total from the Open Molecules 2025 dataset. Energies are from wB97M-V/def2-TZVPD.

Net charge: +1
Energy above the lowest of the compared OMol25 structures with the same formula, charge and spin in kJ/mol: 18.9
Total energy in Eh: -1450.348424
Gap between HOMO and LUMO in eV: 8.9238

Cartesian coordinates (Å):
S 3.767 1.023 1.144
O 4.600 0.166 0.361
O 2.916 1.982 0.501
O 4.642 1.738 2.247
O -2.127 -1.799 -3.065
N -2.884 0.336 1.185
N -4.814 -0.849 0.458
N -2.994 -0.739 -0.913
C -1.657 -0.340 -1.297
C 2.153 0.320 -3.166
C 0.011 -0.820 -3.170
C -3.560 -0.413 0.224
C 2.790 0.049 2.240
C -4.079 -2.637 2.619
C 0.901 0.095 -2.605
C 2.516 -0.382 -4.309
C 5.813 2.480 1.821
C -1.311 -1.061 -2.587
C 1.649 -1.315 -4.868
C -5.438 -0.575 1.774
C 5.466 3.804 1.171
C 0.399 -1.531 -4.304
C -4.786 -1.310 2.953
H -6.480 -0.861 1.700
H -3.515 -1.303 -1.579
H 6.378 4.366 0.971
H 0.667 0.666 -1.719
H 2.053 -0.469 1.630
H -5.407 0.491 1.970
H 2.299 0.708 2.951
H -0.265 -2.256 -4.747
H 3.432 -0.666 2.746
H -2.640 1.256 0.839
H 6.385 2.646 2.731
H -1.616 0.732 -1.481
H 6.417 1.854 1.163
H -2.076 -0.145 1.561
H -3.654 -2.678 1.622
H 3.481 -0.191 -4.747
H 4.820 4.393 1.822
H -3.249 -2.759 3.311
H -4.732 -3.481 2.801
H 4.942 3.661 0.228
H -4.074 -0.644 3.427
H 2.808 1.033 -2.696
H -5.435 -0.621 -0.310
H 1.966 -1.861 -5.741
H -5.563 -1.517 3.679
H -0.912 -0.578 -0.547

---

Look up the net charge of the fourth one. +1

---

The lowest total energy belongs to which entry? C39H37AsO7P2STi